No. 1
The following is a DFT calculation (the ωB97M-V functional and the def2-TZVPD basis) of a structure of composition C6H10IN2 at a distorted geometry.

The geometry in XYZ format:
```
19
Properties=species:S:1:pos:R:3:nbo_charge:R:1
C 0.31 -1.91 -0.53 -0.1960
C -0.06 0.44 -0.95 -0.1513
H 0.83 -2.67 1.53 0.2663
H 0.50 -3.00 -0.74 0.2481
H 2.02 0.90 -1.31 0.4484
C -0.99 0.65 0.33 0.0164
H -0.86 2.14 1.75 0.4042
H -0.09 -1.23 -2.55 0.2666
N 1.34 0.92 -0.48 -0.7033
H -0.49 1.16 -1.69 0.2469
H -1.58 2.55 0.34 0.3989
H 1.75 0.16 0.11 0.4588
C 0.35 -1.81 0.93 -0.3059
H -0.31 -0.47 2.56 0.2203
I -3.02 0.10 -0.06 0.1921
H 1.29 1.82 -0.07 0.4583
N -0.86 1.98 0.75 -0.9277
C 0.02 -1.00 -1.44 -0.2357
C -0.14 -0.73 1.54 -0.1056
```

Summary:
- HOMO-LUMO gap: 9.0 eV
- Energy: -641.482395 a.u.
- Total charge: +1
- F_max: 4.8 eV Å⁻¹
- E_HOMO: -12.849 eV



No. 2
The following is a DFT calculation (the ωB97M-V functional and the def2-TZVPD basis) of the ion C6H10N with charge +1 at a distorted geometry.

The geometry in XYZ format:
```
17
Properties=species:S:1:pos:R:3:mulliken_charge:R:1
N -2.01 1.02 0.19 -0.4870
C 0.36 -0.34 -0.01 0.1704
H -3.01 -0.84 0.19 0.3906
H -0.77 -2.22 -0.11 0.3361
H -0.89 -1.29 1.44 0.3101
H 3.37 -0.85 0.76 0.3642
C -2.13 -0.40 -0.19 -0.5984
H 0.26 1.66 -1.27 0.3990
H -1.94 -0.32 -1.35 0.3150
C -0.87 -1.21 0.34 -0.4308
H -2.50 1.26 1.09 0.2095
C 1.64 0.21 0.03 0.3792
C 0.62 0.89 -0.61 -0.0534
C 3.04 0.02 0.20 -1.2236
H -2.22 1.64 -0.62 0.2284
H 3.54 -0.09 -0.76 0.3302
H 3.51 0.84 0.65 0.3603
```

Summary:
- HOMO-LUMO gap: 9.4 eV
- Energy: -289.016345 a.u.
- Total charge: +1
- F_max: 4.4 eV Å⁻¹
- E_HOMO: -13.357 eV